# 1
Formula: C31H57IrN2O4P2S2Si2Te
Source: the OMol25 dataset
Level of theory: the ωB97M-V functional and the def2-TZVPD basis

Geometry (Å):
Ir 2.205 -0.904 1.075
C -0.422 -5.688 3.321
C -1.029 -4.346 3.009
O 0.073 -3.393 2.833
P -0.132 -1.846 2.642
S 1.534 -0.950 3.390
S -0.063 -1.317 0.694
O -1.456 -1.477 3.365
C -2.629 -0.767 2.818
C -3.074 0.259 3.825
H -1.218 -6.422 3.442
H 0.151 -5.648 4.246
H 0.227 -6.016 2.511
H -1.657 -3.984 3.821
H -1.609 -4.372 2.085
H -3.379 -1.536 2.644
H -2.338 -0.305 1.873
H -3.279 -0.203 4.789
H -3.992 0.725 3.466
H -2.320 1.036 3.950
O 0.373 -0.981 -6.893
C -0.152 -0.544 -5.740
O -1.205 0.022 -5.709
C 0.628 -0.808 -4.478
C 1.463 -1.907 -4.317
C 2.135 -2.105 -3.121
C 1.978 -1.187 -2.089
C 1.073 -0.139 -2.212
C 0.409 0.053 -3.408
N 2.787 -1.276 -0.908
C 4.005 -1.663 -1.020
C 4.812 -1.787 0.183
C 6.108 -2.267 0.172
C 6.790 -2.383 1.377
C 6.146 -2.017 2.545
C 4.845 -1.538 2.485
N 4.191 -1.419 1.329
H 1.284 -1.284 -6.788
H 1.576 -2.638 -5.109
H 2.753 -2.985 -2.997
H 0.895 0.532 -1.381
H -0.306 0.858 -3.523
H 4.442 -1.894 -1.986
H 6.566 -2.553 -0.764
H 7.804 -2.757 1.400
H 6.635 -2.097 3.505
H 4.306 -1.255 3.377
C 3.533 1.745 3.821
C 3.963 1.826 2.360
P 2.781 1.280 1.094
C 1.234 2.197 1.358
C 1.358 3.701 1.610
C 3.614 1.740 -0.460
C 3.824 3.235 -0.717
H 4.301 2.195 4.448
H 3.390 0.721 4.156
H 2.602 2.282 3.999
H 4.901 1.291 2.186
H 4.164 2.868 2.093
H 0.776 1.698 2.217
H 0.580 1.983 0.507
H 2.066 3.930 2.407
H 0.386 4.082 1.919
H 1.658 4.248 0.720
H 3.054 1.302 -1.284
H 4.579 1.222 -0.423
H 2.884 3.729 -0.954
H 4.482 3.358 -1.575
H 4.284 3.751 0.124
C -2.029 4.190 -1.557
Si -3.401 3.856 -0.320
C -4.743 5.138 -0.449
C -2.675 3.823 1.410
C -4.136 2.148 -0.652
Te -2.584 0.741 -1.043
C -3.736 -1.045 -0.711
Si -4.058 -1.994 -2.314
C -2.380 -2.409 -3.044
C -4.985 -3.559 -1.886
C -5.032 -0.922 -3.484
H -1.785 5.255 -1.572
H -2.316 3.902 -2.570
H -1.114 3.646 -1.302
H -4.356 6.132 -0.216
H -5.563 4.930 0.240
H -5.157 5.173 -1.459
H -2.144 4.753 1.627
H -1.974 2.989 1.518
H -3.456 3.705 2.164
H -4.807 2.159 -1.510
H -4.689 1.812 0.226
H -4.663 -0.720 -0.233
H -3.198 -1.671 0.005
H -1.652 -2.672 -2.268
H -2.007 -1.546 -3.593
H -2.449 -3.250 -3.737
H -4.397 -4.211 -1.236
H -5.225 -4.123 -2.790
H -5.925 -3.340 -1.377
H -4.442 -0.066 -3.820
H -5.947 -0.548 -3.018
H -5.324 -1.489 -4.370

Computed properties:
Net charge: +2
HOMO-LUMO gap: 4.60 eV
HOMO energy: -11.68 eV
Energy above the lowest of the compared OMol25 structures with the same formula, charge and spin: 102.0 kJ/mol
Energy: -4056.08388 hartree
Molar mass: 1023.88 g/mol
F_max: 0.70 eV Å⁻¹

Results of the Mulliken charge analysis, in e, for atoms 1 through 99:
1 Ir 1.01
2 C -1.38
3 C -0.01
4 O -0.15
5 P 0.51
6 S -0.55
7 S 0.09
8 O -0.27
9 C 0.83
10 C -1.40
11 H 0.41
12 H 0.34
13 H 0.32
14 H 0.31
15 H 0.26
16 H 0.29
17 H -0.41
18 H 0.37
19 H 0.40
20 H 0.29
21 O -0.48
22 C 0.50
23 O -0.47
24 C 0.52
25 C -0.96
26 C -0.56
27 C -0.96
28 C 0.94
29 C -1.51
30 N -0.16
31 C -0.46
32 C 0.48
33 C -0.91
34 C -0.49
35 C -1.02
36 C 0.03
37 N 0.06
38 H 0.34
39 H 0.47
40 H 0.72
41 H 0.54
42 H 0.59
43 H 0.75
44 H 0.52
45 H 0.48
46 H 0.48
47 H 0.53
48 C -1.24
49 C -0.67
50 P 1.20
51 C -0.20
52 C -1.37
53 C -0.26
54 C -1.41
55 H 0.49
56 H 0.18
57 H 0.25
58 H 0.52
59 H 0.53
60 H 0.34
61 H -0.01
62 H 0.38
63 H 0.29
64 H 0.26
65 H -0.04
66 H 0.40
67 H 0.34
68 H 0.44
69 H 0.32
70 C -0.85
71 Si -0.03
72 C -1.01
73 C -0.49
74 C -0.96
75 Te 0.08
76 C -0.50
77 Si -0.01
78 C -0.32
79 C -1.07
80 C -1.02
81 H 0.39
82 H 0.36
83 H 0.10
84 H 0.32
85 H 0.32
86 H 0.33
87 H 0.37
88 H -0.18
89 H 0.35
90 H 0.49
91 H 0.47
92 H 0.60
93 H -0.08
94 H 0.23
95 H -0.35
96 H 0.50
97 H 0.31
98 H 0.33
99 H 0.33

# 2
Formula: C31H60BrFN3O8
Source: the OMol25 dataset
Level of theory: the ωB97M-V functional and the def2-TZVPD basis

Geometry (Å):
C -2.167 -0.745 1.133
C -1.573 -1.244 -0.255
C -2.682 -1.380 -1.371
Br -2.667 0.316 -2.417
C -2.444 -2.556 -2.381
C -0.997 -3.094 -2.647
C 0.161 -2.090 -3.051
C 1.496 -2.614 -2.371
C 2.172 -3.837 -3.059
N 1.992 -2.119 -1.307
N -1.337 -4.190 -3.623
C -2.507 -4.690 -3.378
C -3.149 -3.965 -2.107
F -4.535 -3.976 -2.278
C -2.731 -4.542 -0.710
C -1.772 -5.663 -0.633
C -1.391 -6.121 0.705
C -1.982 -5.423 1.834
N -2.884 -4.407 1.799
C -3.216 -4.003 0.551
H -3.265 -0.556 1.040
H -1.639 0.206 1.391
H -2.013 -1.530 1.908
H -1.138 -2.266 -0.096
H -0.746 -0.572 -0.595
H -3.685 -1.518 -0.885
H -2.823 -2.287 -3.405
H -0.494 -3.698 -1.836
H -0.083 -1.099 -2.599
H 0.327 -2.025 -4.161
H 1.716 -4.761 -2.587
H 3.269 -3.917 -2.890
H 1.874 -3.879 -4.140
H 1.379 -1.350 -1.008
H -0.724 -4.496 -4.387
H -2.958 -5.490 -4.007
H -1.361 -6.101 -1.569
H -0.652 -6.946 0.768
H -1.658 -5.763 2.851
H -3.932 -3.144 0.481
C -2.313 -0.917 4.574
O -1.935 0.441 4.418
C -2.614 1.307 5.325
C -1.741 1.650 6.522
O -1.467 0.502 7.314
C -0.186 -0.051 7.049
H -1.558 -1.536 4.086
H -2.369 -1.208 5.625
H -3.280 -1.091 4.092
H -3.563 0.867 5.644
H -2.836 2.229 4.779
H -2.284 2.357 7.159
H -0.812 2.135 6.206
H 0.585 0.543 7.549
H 0.028 -0.098 5.979
H -0.165 -1.065 7.450
C 5.900 -2.224 5.306
O 5.090 -3.271 4.791
C 4.073 -3.674 5.700
C 2.731 -3.048 5.349
O 2.755 -1.634 5.500
C 2.936 -0.958 4.267
H 6.437 -1.771 4.472
H 5.306 -1.449 5.796
H 6.628 -2.629 6.014
H 4.358 -3.439 6.729
H 3.983 -4.762 5.615
H 1.975 -3.432 6.042
H 2.422 -3.324 4.335
H 1.990 -0.936 3.714
H 3.707 -1.425 3.650
H 3.241 0.066 4.483
C -1.737 7.361 -2.335
O -2.622 6.652 -3.189
C -1.963 5.644 -3.946
C -2.154 4.267 -3.321
O -1.527 4.177 -2.044
C -2.446 4.347 -0.976
H -2.335 7.884 -1.588
H -1.045 6.693 -1.816
H -1.171 8.098 -2.912
H -0.901 5.879 -4.062
H -2.419 5.643 -4.940
H -1.677 3.521 -3.966
H -3.217 4.012 -3.250
H -3.011 3.421 -0.824
H -3.141 5.170 -1.157
H -1.879 4.567 -0.072
C 1.824 4.546 -3.648
O 1.539 4.129 -4.976
C 1.855 5.127 -5.942
C 3.197 4.858 -6.606
O 4.270 4.957 -5.679
C 4.706 3.692 -5.208
H 1.851 3.659 -3.013
H 2.790 5.050 -3.574
H 1.033 5.211 -3.290
H 1.835 6.124 -5.490
H 1.074 5.089 -6.707
H 3.365 5.620 -7.374
H 3.201 3.881 -7.101
H 5.335 3.213 -5.965
H 3.870 3.034 -4.961
H 5.298 3.851 -4.307

Computed properties:
Net charge: +1
HOMO-LUMO gap: 5.77 eV
HOMO energy: -10.67 eV
Energy: -4656.73117 hartree
Molar mass: 701.74 g/mol
F_max: 2.90 eV Å⁻¹

Results of the Mulliken charge analysis, in e, for atoms 1 through 99:
1 C -1.09
2 C -0.01
3 C -0.77
4 Br -0.08
5 C -1.06
6 C 0.24
7 C -0.59
8 C 0.47
9 C -1.10
10 N -0.67
11 N 0.22
12 C -0.78
13 C 1.45
14 F -0.43
15 C 0.08
16 C -0.12
17 C -0.57
18 C -0.34
19 N -0.50
20 C -0.23
21 H 0.28
22 H 0.40
23 H -0.08
24 H -0.03
25 H 0.60
26 H 0.67
27 H 0.63
28 H 0.25
29 H 0.21
30 H 0.42
31 H 0.22
32 H 0.39
33 H 0.26
34 H 0.32
35 H 0.34
36 H 0.41
37 H 0.40
38 H 0.39
39 H 0.35
40 H 0.40
41 C -0.86
42 O -0.19
43 C -0.58
44 C -0.55
45 O -0.41
46 C -0.72
47 H 0.13
48 H 0.51
49 H 0.35
50 H 0.38
51 H 0.36
52 H 0.40
53 H 0.31
54 H 0.40
55 H 0.26
56 H 0.26
57 C -0.69
58 O -0.38
59 C -0.57
60 C -0.43
61 O -0.33
62 C -0.76
63 H 0.25
64 H 0.29
65 H 0.33
66 H 0.34
67 H 0.36
68 H 0.37
69 H 0.34
70 H 0.17
71 H 0.45
72 H 0.27
73 C -0.69
74 O -0.42
75 C -0.26
76 C -0.42
77 O -0.27
78 C -0.78
79 H 0.27
80 H 0.29
81 H 0.32
82 H 0.03
83 H 0.40
84 H 0.32
85 H 0.39
86 H 0.20
87 H 0.38
88 H 0.25
89 C -0.66
90 O -0.30
91 C -0.43
92 C -0.66
93 O -0.37
94 C -0.70
95 H 0.23
96 H 0.39
97 H 0.17
98 H 0.36
99 H 0.38

# 3
Formula: C31H61Cl3O22
Source: the OMol25 dataset
Level of theory: the ωB97M-V functional and the def2-TZVPD basis

Geometry (Å):
C 0.433 7.271 0.903
Cl 0.655 5.951 2.066
Cl 1.152 8.759 1.496
Cl -1.317 7.476 0.502
H 1.014 6.957 0.037
C 11.173 0.088 3.602
O 10.593 -1.027 4.243
C 9.501 -1.594 3.652
O 9.027 -1.145 2.613
O 8.972 -2.593 4.445
C 7.748 -3.119 4.136
H 11.027 0.316 2.546
H 12.256 0.059 3.714
H 10.881 0.947 4.206
H 7.326 -2.657 3.243
H 7.061 -3.142 4.982
H 7.961 -4.160 3.896
C -4.708 -0.812 12.784
O -3.699 -1.124 11.849
C -3.266 -2.362 11.671
O -3.546 -3.335 12.341
O -2.465 -2.310 10.581
C -1.891 -3.465 10.042
H -4.818 -1.536 13.591
H -5.704 -0.674 12.362
H -4.365 0.007 13.416
H -1.117 -3.299 9.293
H -2.685 -3.932 9.459
H -1.547 -4.158 10.810
C 5.863 2.469 -3.354
O 4.823 3.401 -3.675
C 4.723 4.017 -4.844
O 3.846 4.826 -5.064
O 5.707 3.636 -5.745
C 5.669 3.998 -7.125
H 6.857 2.910 -3.286
H 5.861 1.703 -4.129
H 5.554 1.969 -2.436
H 5.449 5.062 -7.215
H 4.938 3.482 -7.747
H 6.631 3.803 -7.600
C -0.232 -15.083 -1.160
O 0.150 -13.950 -1.895
C 0.098 -12.670 -1.326
O -0.254 -12.475 -0.163
O 0.521 -11.761 -2.223
C 0.699 -10.430 -1.867
H -1.319 -15.149 -1.219
H 0.045 -15.149 -0.108
H 0.258 -15.912 -1.669
H -0.163 -9.958 -1.393
H 1.002 -9.792 -2.697
H 1.508 -10.254 -1.158
C 8.821 2.874 9.178
O 7.837 1.931 8.815
C 6.556 2.297 8.813
O 6.033 3.351 9.195
O 5.795 1.295 8.306
C 4.319 1.365 8.321
H 8.675 3.839 8.692
H 9.816 2.493 8.947
H 8.898 3.040 10.253
H 3.917 2.113 7.637
H 4.037 1.612 9.344
H 3.840 0.403 8.137
C -1.629 1.514 -2.491
O -1.450 1.114 -1.087
C -0.770 0.045 -0.740
O -0.091 -0.618 -1.472
O -0.921 -0.207 0.593
C -0.518 -1.542 1.080
H -0.789 1.439 -3.182
H -1.924 2.562 -2.555
H -2.398 0.893 -2.950
H -0.968 -2.227 0.361
H -0.933 -1.738 2.069
H 0.571 -1.590 1.063
C -5.681 7.934 -7.823
C -6.232 8.557 -9.122
O -5.524 8.586 -10.130
C -7.669 9.061 -9.078
H -6.316 8.252 -6.997
H -4.627 8.176 -7.680
H -5.600 6.853 -7.938
H -7.723 9.861 -8.340
H -8.239 8.278 -8.578
H -8.085 9.320 -10.051
C -9.872 2.041 -8.761
C -8.676 1.075 -8.557
O -7.896 1.248 -7.630
C -8.343 0.067 -9.587
H -9.471 2.919 -9.267
H -10.414 2.230 -7.834
H -10.537 1.597 -9.502
H -8.110 0.415 -10.593
H -9.255 -0.530 -9.604
H -7.483 -0.529 -9.283
C -5.661 1.301 5.476
C -6.678 2.343 5.979
O -7.353 2.257 6.982
C -6.926 3.474 5.052
H -5.596 0.716 6.394
H -4.691 1.772 5.317
H -5.978 0.767 4.581
H -6.025 3.769 4.513
H -7.338 4.349 5.553
H -7.602 3.103 4.282
C 0.142 -3.508 -7.923
C 1.180 -2.867 -8.810
O 1.664 -3.371 -9.830
C 1.463 -1.458 -8.465
H -0.742 -2.896 -7.747
H 0.726 -3.619 -7.009
H -0.145 -4.447 -8.396
H 1.021 -1.098 -7.536
H 1.138 -0.896 -9.340
H 2.553 -1.443 -8.428

Computed properties:
HOMO-LUMO gap: 9.88 eV
HOMO energy: -9.63 eV
SMILES: COC(=O)OC.COC(=O)OC.COC(=O)OC.COC(=O)OC.COC(=O)OC.COC(=O)OC.ClC(Cl)Cl.CC(C)=O.CC(C)=O.CC(C)=O.CC(C)=O
Energy: -4253.50900 hartree
Molar mass: 892.17 g/mol
F_max: 4.41 eV Å⁻¹

Results of the Mulliken charge analysis, in e, for atoms 1 through 99:
1 C 0.07
2 Cl -0.12
3 Cl -0.11
4 Cl -0.12
5 H 0.28
6 C -0.67
7 O -0.30
8 C 0.81
9 O -0.57
10 O -0.29
11 C -0.64
12 H 0.31
13 H 0.27
14 H 0.26
15 H 0.34
16 H 0.23
17 H 0.24
18 C -0.72
19 O -0.30
20 C 0.80
21 O -0.56
22 O -0.29
23 C -0.65
24 H 0.33
25 H 0.28
26 H 0.29
27 H 0.24
28 H 0.29
29 H 0.30
30 C -0.59
31 O -0.29
32 C 0.76
33 O -0.55
34 O -0.33
35 C -0.63
36 H 0.28
37 H 0.29
38 H 0.24
39 H 0.30
40 H 0.28
41 H 0.24
42 C -0.63
43 O -0.30
44 C 0.73
45 O -0.55
46 O -0.28
47 C -0.66
48 H 0.28
49 H 0.31
50 H 0.23
51 H 0.30
52 H 0.26
53 H 0.30
54 C -0.65
55 O -0.27
56 C 0.76
57 O -0.57
58 O -0.30
59 C -0.61
60 H 0.30
61 H 0.24
62 H 0.29
63 H 0.27
64 H 0.29
65 H 0.24
66 C -0.65
67 O -0.30
68 C 0.76
69 O -0.55
70 O -0.30
71 C -0.58
72 H 0.31
73 H 0.26
74 H 0.29
75 H 0.29
76 H 0.22
77 H 0.26
78 C -0.94
79 C 0.76
80 O -0.56
81 C -1.08
82 H 0.29
83 H 0.33
84 H 0.26
85 H 0.31
86 H 0.33
87 H 0.30
88 C -0.91
89 C 0.71
90 O -0.55
91 C -1.00
92 H 0.26
93 H 0.30
94 H 0.31
95 H 0.30
96 H 0.29
97 H 0.30
98 C -1.02
99 C 0.75

# 4
Formula: C31H62CeP2Si2
Source: the OMol25 dataset
Level of theory: the ωB97M-V functional and the def2-TZVPD basis

Geometry (Å):
Ce 0.031 -0.541 -0.550
C -0.453 -2.896 1.682
C 0.892 -2.942 1.177
C 0.897 -1.734 3.155
C -0.439 -2.162 2.904
C 1.705 -2.165 2.067
C -1.636 -3.633 1.181
H -1.405 -4.265 0.322
H -2.451 -2.968 0.887
H -2.066 -4.312 1.929
C -1.560 -1.958 3.849
H -2.422 -2.596 3.593
H -1.898 -0.903 3.846
H -1.263 -2.196 4.885
C 1.352 -1.035 4.359
H 0.917 -1.459 5.276
H 1.057 0.019 4.328
H 2.442 -1.075 4.480
C 3.154 -1.861 1.940
H 3.747 -2.223 2.783
H 3.316 -0.781 1.871
H 3.582 -2.325 1.051
C 1.445 -3.801 0.075
H 2.070 -4.606 0.504
H 2.097 -3.213 -0.607
H 0.635 -4.285 -0.495
C -1.551 0.221 -4.405
C -1.601 -1.126 -4.357
C -0.832 -1.981 -5.314
C 0.710 -1.761 -5.279
C 1.249 -1.143 -4.034
C 1.521 0.161 -3.987
C 0.844 1.236 -4.794
C -0.609 0.965 -5.297
H -1.202 -1.797 -6.329
H 0.952 -1.148 -6.161
H -1.018 -3.050 -5.163
H -0.557 0.520 -6.304
H -2.298 0.842 -3.915
H -2.457 -1.679 -3.983
H -1.074 1.952 -5.497
H 0.785 2.157 -4.204
H 2.377 0.528 -3.427
H 1.461 1.511 -5.670
H 1.225 -2.719 -5.492
H 1.610 -1.860 -3.298
P -2.224 -0.865 -1.834
P 2.695 0.791 -0.579
C -0.278 1.131 -2.050
C 0.928 1.795 -1.566
H -1.190 1.675 -2.328
H -0.215 0.116 -2.639
H 1.510 2.327 -2.352
H 0.709 2.509 -0.729
C 3.773 2.222 -0.331
H 4.324 2.125 0.624
H 3.130 3.118 -0.284
H 4.491 2.325 -1.163
C 3.742 -0.315 -1.607
H 4.380 0.296 -2.263
H 3.128 -0.992 -2.222
H 4.381 -0.949 -0.963
C -3.945 -0.651 -2.354
H -4.639 -0.974 -1.559
H -4.203 -1.198 -3.272
H -4.125 0.429 -2.532
C -1.007 -2.347 -2.006
H 0.063 -2.373 -1.668
H -0.765 -2.512 -3.061
H -1.467 -3.190 -1.488
C -2.890 3.310 1.282
Si -2.239 1.712 2.122
C -2.824 1.802 3.925
C -3.187 0.245 1.442
C -0.390 1.596 1.908
Si 0.615 2.556 3.205
C 0.253 2.166 5.042
C 2.448 2.231 2.995
C 0.298 4.435 3.127
H -3.942 3.516 1.547
H -2.851 3.232 0.184
H -2.309 4.202 1.575
H -3.923 1.810 3.939
H -2.512 0.927 4.509
H -2.493 2.698 4.464
H -3.408 0.328 0.371
H -2.661 -0.705 1.606
H -4.150 0.171 1.969
H -0.145 2.037 0.892
H 1.147 1.740 5.524
H 0.022 3.093 5.594
H -0.581 1.472 5.207
H 2.878 2.835 2.189
H 2.994 2.482 3.917
H 2.647 1.177 2.767
H 0.618 4.851 2.161
H -0.759 4.705 3.273
H 0.867 4.969 3.906

Computed properties:
Net charge: +2
HOMO-LUMO gap (alpha / beta): 3.80 / 3.80 eV
HOMO energy (alpha / beta): -12.50 / -12.50 eV
Energy above the lowest of the compared OMol25 structures with the same formula, charge and spin: 1164.8 kJ/mol
Energy: -2954.24200 hartree
Molar mass: 693.07 g/mol
F_max: 4.31 eV Å⁻¹

The molecule's Mulliken atomic charges, reported in e, are given here:
1 Ce -1.69
2 C 0.98
3 C 0.60
4 C 0.86
5 C 1.10
6 C 0.62
7 C -2.01
8 H 0.40
9 H 0.22
10 H 0.56
11 C -1.54
12 H 0.35
13 H -0.04
14 H 0.52
15 C -1.25
16 H 0.45
17 H -0.36
18 H 0.35
19 C -1.79
20 H 0.49
21 H 0.15
22 H 0.32
23 C -1.11
24 H 0.46
25 H 0.30
26 H 0.39
27 C -0.06
28 C -0.89
29 C -1.03
30 C -1.49
31 C 0.29
32 C -0.53
33 C -0.94
34 C -1.55
35 H 0.44
36 H 0.37
37 H 0.35
38 H 0.39
39 H 0.83
40 H 1.07
41 H 0.54
42 H 0.14
43 H 0.83
44 H 0.61
45 H 0.44
46 H 0.66
47 P 0.47
48 P 1.30
49 C 0.55
50 C -1.91
51 H 0.67
52 H -0.78
53 H 0.67
54 H 0.79
55 C -1.59
56 H 0.45
57 H 0.42
58 H 0.43
59 C -1.34
60 H 0.51
61 H 0.34
62 H 0.37
63 C -1.09
64 H 0.42
65 H 0.55
66 H 0.40
67 C 0.08
68 H -0.59
69 H -0.17
70 H 0.98
71 C -1.10
72 Si 0.35
73 C -1.29
74 C -0.39
75 C 2.18
76 Si 0.15
77 C -1.52
78 C -0.98
79 C -1.18
80 H 0.37
81 H 0.27
82 H 0.30
83 H 0.45
84 H 0.36
85 H 0.34
86 H -0.14
87 H -0.07
88 H 0.57
89 H -1.69
90 H 0.55
91 H 0.37
92 H 0.39
93 H 0.26
94 H 0.54
95 H 0.11
96 H 0.36
97 H 0.33
98 H 0.35

Question: The lowest F_max belongs to which entry?
Answer: C31H57IrN2O4P2S2Si2Te

Question: The lowest energy belongs to which entry?
Answer: C31H60BrFN3O8